1.
DFT (ωB97M-V/def2-TZVPD) results for a structure of composition C44H62N7O2RuS2Sb.

```
! wB97M-V def2-TZVPD RIJCOSX def2/J DEFGRID3
* xyz 3 6
Ru 0.3573 0.3244 0.2937
C 0.5208 -12.0040 -6.1882
O 0.9005 -10.7295 -6.6988
C 0.7858 -9.6591 -5.9071
C 0.3433 -9.6946 -4.5813
C 0.2685 -8.5152 -3.8623
C 0.6251 -7.2960 -4.4355
C 1.0766 -7.2755 -5.7619
C 1.1543 -8.4362 -6.4885
C 0.5535 -6.0467 -3.6998
N 1.1297 -4.9115 -4.0531
C 0.7976 -4.0248 -3.0822
C 0.0027 -4.6088 -2.1118
N -0.1491 -5.9067 -2.5271
C -0.5302 -3.8828 -1.0147
C -1.4308 -4.3875 -0.0635
C -1.9245 -3.5597 0.9129
C -1.4952 -2.2328 0.9543
N -0.6293 -1.7322 0.0854
C -0.1487 -2.5246 -0.9004
C 0.7272 -1.9128 -1.8868
N 1.0495 -0.6064 -1.7231
C 1.7353 0.0001 -2.6779
C 2.1911 -0.6534 -3.8261
C 1.9226 -1.9907 -3.9814
C 1.1660 -2.6475 -2.9999
H 0.6610 -12.7027 -7.0064
H -0.5275 -12.0039 -5.8838
H 1.1577 -12.2912 -5.3493
H 0.0719 -10.6250 -4.1068
H -0.0496 -8.5769 -2.8282
H 1.3596 -6.3342 -6.2115
H 1.4947 -8.4365 -7.5139
H -0.6928 -6.6351 -2.0974
H -1.7502 -5.4207 -0.1091
H -2.6408 -3.9151 1.6396
H -1.8657 -1.5533 1.7107
H 1.9460 1.0529 -2.5273
H 2.7471 -0.1023 -4.5709
H 2.2586 -2.5498 -4.8444
C -0.9354 6.2568 3.7772
C -0.1219 5.3503 2.8560
C 1.0371 4.6979 3.6026
C 0.4112 6.1118 1.6480
Sb -1.4811 3.7909 2.1187
C -2.2744 2.4927 3.7020
C -1.2044 2.3044 4.7728
C -3.5243 3.1384 4.2971
C -2.6128 1.1441 3.0734
C -3.1300 4.5345 0.8733
C -4.0554 5.4472 1.6751
C -2.5438 5.3057 -0.3078
C -3.8853 3.3004 0.3833
H -0.2613 7.0167 4.1840
H -1.3601 5.7201 4.6268
H -1.7312 6.7857 3.2540
H 1.7555 5.4850 3.8482
H 1.5540 3.9517 2.9952
H 0.7332 4.2402 4.5404
H 1.0463 6.9234 2.0124
H -0.3724 6.5639 1.0426
H 1.0275 5.4746 1.0104
H -1.0048 3.2220 5.3251
H -0.2678 1.9169 4.3658
H -1.5844 1.5756 5.4946
H -3.3714 4.1702 4.6170
H -3.8061 2.5668 5.1862
H -4.3705 3.1048 3.6116
H -1.7369 0.6846 2.6060
H -3.4234 1.2083 2.3491
H -2.9426 0.4734 3.8733
H -3.5355 6.2897 2.1292
H -4.6127 4.9191 2.4453
H -4.7854 5.8673 0.9769
H -2.2126 6.3018 -0.0165
H -3.3326 5.4369 -1.0526
H -1.7160 4.7881 -0.7955
H -4.4096 2.7920 1.1921
H -3.2346 2.5823 -0.1218
H -4.6417 3.6227 -0.3365
O 0.4763 -0.3794 2.4271
S 1.0127 -1.6748 3.0489
C 2.3122 -1.1492 4.1987
C 1.9910 -1.8031 5.5363
C 0.4791 -1.6787 5.7086
C -0.1390 -2.1231 4.3849
H 2.2161 -0.0624 4.2354
H 3.2800 -1.4128 3.7785
H 2.5430 -1.3128 6.3366
H 2.2905 -2.8526 5.5342
H 0.2077 -0.6427 5.9210
H 0.1102 -2.2912 6.5294
H -1.0842 -1.6417 4.1373
H -0.2694 -3.2040 4.3295
C 5.8558 2.9930 -0.2256
N 4.5946 2.7467 0.4631
C 3.8301 1.6810 0.2854
N 4.1718 0.7808 -0.6359
S 2.4507 1.4486 1.2962
H 6.1941 3.9937 0.0239
H 5.7171 2.9454 -1.3060
H 6.6206 2.2799 0.0865
H 4.3239 3.3612 1.2138
H 5.0587 0.8171 -1.1142
H 3.6432 -0.0734 -0.6892
C -0.5725 4.4864 -4.5968
C -0.4605 3.6240 -3.3846
C -1.2681 2.4972 -3.2135
C -1.1505 1.7350 -2.0709
N -0.2909 2.0286 -1.0822
C 0.4876 3.1099 -1.2379
C 0.4355 3.9155 -2.3564
H -0.9073 3.9159 -5.4610
H 0.3735 4.9695 -4.8341
H -1.3086 5.2741 -4.4185
H -1.9834 2.2076 -3.9711
H -1.7635 0.8511 -1.9340
H 1.1778 3.3172 -0.4278
H 1.0924 4.7726 -2.4261
*
```

Summary:
<S²>: 8.7614
Gap between HOMO and LUMO (spin up / spin down): 0.21742 / 0.12580 Eh
DFT total energy: -91928.214 eV
HOMO energy (spin up / spin down): -12.83 / -12.82 eV

=====

2.
DFT (ωB97M-V/def2-TZVPD) results for an isolated molecule of C5H9N3 in a non-equilibrium geometry.

```
! wB97M-V def2-TZVPD RIJCOSX def2/J DEFGRID3
* xyz 0 1
C -1.8038 1.0117 -0.0602
N -2.5260 -0.0645 -0.0246
N -1.5953 -1.0888 0.1351
C -0.3155 -0.6401 0.6344
C 0.9966 -1.1698 -0.0899
N 1.8833 0.0165 -0.0365
C 0.9963 1.2810 0.2131
C -0.3560 0.6537 -0.1613
H -2.3360 1.9085 0.0068
H -1.2905 -1.6585 -0.7709
H -0.1348 -0.5803 1.7310
H 1.5295 -2.0857 0.4958
H 0.6681 -1.4502 -1.1688
H 2.5488 -0.0340 -0.7294
H 1.0987 2.2217 -0.2473
H 0.9247 1.4691 1.3426
H -0.2880 0.2098 -1.2698
*
```

Summary:
SMILES: C1=NN[C@H]2CNC[C@H]12
Gap between HOMO and LUMO: 0.34423 Eh
DFT total energy: -9796.936 eV
HOMO energy: -8.41 eV

=====

3.
DFT (ωB97M-V/def2-TZVPD) results for a cluster of 2 separate species, C11H14N2O in total in a non-equilibrium geometry.

```
! wB97M-V def2-TZVPD RIJCOSX def2/J DEFGRID3
* xyz 0 1
C -3.2330 -0.1182 1.0577
C -2.1741 0.4057 0.1884
C -1.4661 1.5567 0.3067
N -0.6279 1.6803 -0.8199
C -0.7952 0.5540 -1.5597
C -0.1851 0.1759 -2.7780
C -0.5086 -1.0645 -3.2472
C -1.4517 -1.9647 -2.6529
C -2.1574 -1.5249 -1.5544
C -1.7912 -0.2979 -1.0016
H -3.2920 -1.2116 0.8923
H -4.2725 0.0817 0.7152
H -3.2799 -0.0520 2.1444
H -1.5518 2.4788 0.8964
H 0.1402 2.3091 -0.9685
H 0.5942 0.6116 -3.3957
H -0.1121 -1.4813 -4.1571
H -1.6069 -2.9598 -3.0897
H -3.0649 -2.0853 -1.3736
C 1.8946 -0.3610 2.4236
C 3.3773 0.0084 2.5519
N 3.5403 1.3521 2.7918
O 4.2827 -0.7661 2.3985
H 1.5547 0.0533 1.4427
H 1.2547 0.1398 3.1722
H 1.6070 -1.4091 2.2621
H 4.4362 1.8058 2.7113
H 2.7821 2.0057 2.8834
*
```

Summary:
SMILES: Cc1c[nH]c2ccccc12.CC(N)=O
Gap between HOMO and LUMO: 0.31551 Eh
DFT total energy: -16661.551 eV
HOMO energy: -8.08 eV

=====

4.
DFT (ωB97M-V/def2-TZVPD) results for the ion C2H8N2OP with charge +1 in a non-equilibrium geometry.

```
! wB97M-V def2-TZVPD RIJCOSX def2/J DEFGRID3
* xyz 1 1
N -0.4764 0.7105 1.1982
C -0.3033 0.2539 -0.0410
N -1.7961 -0.3554 -0.5885
P 0.9183 -1.2911 -0.1928
C 2.2736 -0.0886 -0.6629
O 2.0508 1.0708 -0.7903
H -0.8796 1.6719 1.3258
H -0.3388 0.1439 2.0092
H -0.0994 0.9937 -0.8047
H -1.4231 -1.1391 -1.2069
H -2.1849 -0.4352 0.3752
H -2.2740 0.4409 -1.0710
H 1.2844 -1.4211 1.1589
H 3.2486 -0.5551 -0.7095
*
```

Summary:
SMILES: N[C@H]([NH3+])PC=O
Gap between HOMO and LUMO: 0.36665 Eh
DFT total energy: -16511.566 eV
HOMO energy: -13.64 eV

=====

Computed relative energy (zero: lowest compared OMol25 entry of this formula, charge and spin), in the same sequence as the records: 6.0; 104.5; 31.4; 7.3 kcal per mole.